a) Here is a single C2H2N4 molecule from OMol25. Energies are from ωB97M-V/def2-TZVPD.

Results
2S+1	1
total charge	0
HOMO-LUMO gap	8.28	eV
molecular weight	82.066	g/mol

Last column: Löwdin charge in e.
Atoms and positions in Å:
C -0.874 -0.476 -0.239  -0.32
N -1.712 0.206 -0.812  0.16
N 0.641 1.996 0.238  0.20
N 1.072 0.937 0.362  -0.12
C 1.212 -0.344 0.475  -0.20
N 0.014 -1.077 0.338  0.10
H -2.514 -0.402 -0.890  0.08
H 2.160 -0.840 0.528  0.10


b) Here is a single C2H2N4 molecule from OMol25. Energies are from ωB97M-V/def2-TZVPD.

Results
2S+1	1
total charge	0
HOMO-LUMO gap (alpha / beta)	7.02 / 7.01	eV
molecular weight	82.066	g/mol

Last column: Löwdin charge in e.
Atoms and positions in Å:
C -0.983 -0.374 -0.256  -0.45
N -1.447 0.657 -0.789  0.21
N 0.442 1.917 0.177  0.19
N 0.997 0.913 0.336  -0.09
C 1.086 -0.389 0.396  -0.22
N -0.138 -1.053 0.462  0.06
H -1.989 -0.742 -0.728  0.19
H 2.047 -0.879 0.413  0.11


c) Here is a single C2H2N4 molecule from OMol25. Energies are from ωB97M-V/def2-TZVPD.

Results
2S+1	1
total charge	0
HOMO-LUMO gap	10.65	eV
molecular weight	82.066	g/mol

Last column: Löwdin charge in e.
Atoms and positions in Å:
C -0.548 -0.353 0.038  -0.34
N 0.688 -0.676 0.746  0.05
N 1.694 -0.616 0.025  -0.22
N 2.682 -0.569 -0.526  0.21
N -0.554 0.770 -0.953  0.15
C -1.129 0.958 0.152  -0.09
H -1.155 -1.230 -0.182  0.11
H -1.677 1.717 0.700  0.11


Stability, descending: a), c), b)


a) Here is a single C3H6N2O2 molecule from OMol25. Energies are from ωB97M-V/def2-TZVPD.

Results
2S+1	1
total charge	0
SMILES string	[H]/N=C(\OC)C(N)=O
HOMO-LUMO gap	10.25	eV
molecular weight	102.093	g/mol

Last column: Löwdin charge in e.
Atoms and positions in Å:
H -0.020 -0.615 1.432  0.07
N -0.740 -0.277 0.767  0.12
C -0.419 0.061 -0.408  -0.42
O 0.687 0.178 -1.033  -0.03
C 1.891 -0.019 -0.234  -0.02
C -1.632 0.784 -1.323  -0.49
N -2.746 0.698 -0.666  0.12
O -1.322 1.457 -2.284  0.06
H 2.288 -1.087 -0.174  0.12
H 1.551 0.266 0.746  0.05
H 2.632 0.813 -0.472  0.12
H -2.751 0.225 0.338  0.15
H -3.600 1.240 -0.975  0.15


b) Here is a single C3H6N2O2 molecule from OMol25. Energies are from ωB97M-V/def2-TZVPD.

Results
2S+1	1
total charge	0
SMILES string	N[C@]1(NC=O)CO1
HOMO-LUMO gap	10.31	eV
molecular weight	102.093	g/mol

Last column: Löwdin charge in e.
Atoms and positions in Å:
N 1.209 -0.477 -1.397  0.12
C 0.395 -0.498 -0.232  -0.52
N -0.909 0.248 -0.416  0.11
C -1.339 1.240 0.447  -0.34
O -0.716 1.704 1.376  0.01
C 0.831 -0.509 1.166  -0.06
O 0.541 -1.724 0.453  0.01
H 1.240 -1.381 -1.869  0.10
H 0.847 0.231 -2.016  0.08
H -1.570 0.102 -1.179  0.13
H -2.371 1.598 0.240  0.13
H 1.844 -0.290 1.503  0.13
H 0.044 -0.275 1.871  0.10


c) Here is a single C3H6N2O2 molecule from OMol25. Energies are from ωB97M-V/def2-TZVPD.

Results
2S+1	1
total charge	0
SMILES string	CC(=O)NCN=O
HOMO-LUMO gap (alpha / beta)	9.04 / 9.04	eV
molecular weight	102.093	g/mol

Last column: Löwdin charge in e.
Atoms and positions in Å:
C -1.705 0.491 -0.208  -0.01
C -0.999 -0.817 0.029  -0.52
O -1.619 -1.877 0.082  0.04
N 0.378 -0.859 0.018  0.05
C 1.121 0.331 0.302  -0.19
N 2.603 -0.133 0.228  0.00
O 3.236 0.401 -0.676  0.00
H -2.784 0.321 -0.260  0.09
H -1.514 1.178 0.620  0.08
H -1.389 0.937 -1.155  0.09
H 0.773 -1.775 0.186  0.15
H 0.965 1.087 -0.471  0.11
H 0.934 0.715 1.306  0.12


d) Here is 2 unconnected molecules or ions with the total composition C3H6N2O2 from OMol25. Energies are from ωB97M-V/def2-TZVPD.

Results
2S+1	1
total charge	0
HOMO-LUMO gap (alpha / beta)	8.54 / 8.54	eV
molecular weight	102.093	g/mol

Last column: Löwdin charge in e.
Atoms and positions in Å:
C -0.813 -1.410 -0.462  -0.11
C -0.366 -0.656 0.861  -0.02
C 0.184 0.638 0.225  -0.61
N -0.636 -0.737 -1.521  -0.05
N -0.131 0.442 -1.214  -0.03
O -0.437 1.828 0.634  0.04
O 1.611 0.777 0.320  0.01
H -1.328 -2.362 -0.581  0.10
H -1.318 -0.479 1.391  0.13
H 0.290 -0.996 1.590  0.08
H 1.299 0.441 -2.040  0.30
H -0.195 2.520 0.008  0.10
H 1.841 -0.006 0.789  0.06


Stability, descending: a), b), c), d)


a) Here is 2 unconnected molecules or ions with the total composition C3H12N2O from OMol25. Energies are from ωB97M-V/def2-TZVPD.

Results
2S+1	1
total charge	0
SMILES string	CNCCN.O
HOMO-LUMO gap	9.97	eV
molecular weight	92.142	g/mol

Last column: Löwdin charge in e.
Atoms and positions in Å:
C -0.201 -2.269 0.615  -0.12
N 0.197 -0.921 0.208  -0.15
C -0.514 0.109 0.950  -0.27
C 0.121 1.471 0.796  -0.25
N 0.157 1.849 -0.666  0.00
H 0.129 -2.600 1.609  0.08
H -1.293 -2.212 0.593  0.08
H 0.098 -2.996 -0.126  0.07
H 1.199 -0.783 0.214  0.11
H -0.557 -0.125 2.024  0.11
H -1.548 0.157 0.596  0.12
H 1.140 1.561 1.175  0.10
H -0.475 2.234 1.302  0.10
H 1.124 1.823 -0.935  0.06
H -0.300 2.747 -0.757  0.06
O 0.538 -0.204 -2.744  -0.10
H 0.190 -0.382 -1.853  -0.02
H -0.006 0.542 -3.000  0.01


b) Here is 2 unconnected molecules or ions with the total composition C3H12N2O from OMol25. Energies are from ωB97M-V/def2-TZVPD.

Results
2S+1	1
total charge	0
SMILES string	C[C@H](N)CN.O
HOMO-LUMO gap	9.30	eV
molecular weight	92.142	g/mol

Last column: Löwdin charge in e.
Atoms and positions in Å:
C -1.449 0.354 -0.873  -0.10
C 0.009 0.239 -0.478  -0.43
N 0.145 -0.112 0.984  0.04
C 0.737 1.651 -0.744  -0.27
N 2.162 1.636 -0.447  -0.02
H -1.629 0.575 -1.938  0.07
H -1.951 -0.642 -0.716  0.08
H -1.896 1.145 -0.223  0.09
H 0.561 -0.388 -1.171  0.12
H -0.318 0.562 1.587  0.07
H -0.268 -1.009 0.981  0.00
H 0.324 2.483 -0.159  0.10
H 0.612 1.939 -1.853  0.13
H 2.523 0.994 -1.109  0.04
H 2.376 1.307 0.494  0.06
O -1.205 -2.996 1.259  -0.11
H -0.578 -3.759 1.161  0.06
H -2.047 -3.373 1.682  0.08


c) Here is 2 unconnected molecules or ions with the total composition C3H12N2O from OMol25. Energies are from ωB97M-V/def2-TZVPD.

Results
2S+1	1
total charge	0
SMILES string	CCNCN.O
HOMO-LUMO gap	9.98	eV
molecular weight	92.142	g/mol

Last column: Löwdin charge in e.
Atoms and positions in Å:
C -2.258 0.796 -0.812  -0.10
C -1.161 -0.269 -0.486  -0.29
N -0.432 0.221 0.658  -0.10
C 0.377 -0.728 1.401  -0.33
N 1.385 -1.339 0.546  0.01
H -3.154 0.769 -0.170  0.07
H -2.669 0.640 -1.809  0.07
H -1.873 1.799 -0.633  0.07
H -1.828 -1.118 -0.260  0.11
H -0.677 -0.433 -1.445  0.11
H -1.088 0.671 1.273  0.11
H -0.159 -1.548 1.922  0.11
H 0.877 -0.187 2.210  0.11
H 2.132 -1.671 1.133  0.07
H 0.984 -2.060 -0.034  0.07
O 1.885 1.282 -1.195  -0.08
H 1.312 0.840 -0.519  0.00
H 2.454 1.750 -0.609  0.00


Stability, descending: a), b), c)


a) Here is 2 unconnected molecules or ions with the total composition C3H12N2O from OMol25. Energies are from ωB97M-V/def2-TZVPD.

Results
2S+1	1
total charge	0
SMILES string	CNCCN.O
HOMO-LUMO gap	9.69	eV
molecular weight	92.142	g/mol

Last column: Löwdin charge in e.
Atoms and positions in Å:
C 0.402 -0.046 1.618  -0.14
N -0.300 0.909 0.737  -0.12
C -1.477 0.376 0.063  -0.24
C -1.262 -0.224 -1.327  -0.27
N -0.302 -1.364 -1.433  -0.01
H 1.088 0.498 2.245  0.08
H -0.369 -0.438 2.269  0.08
H 0.800 -0.935 1.119  0.07
H 0.322 1.304 0.045  0.08
H -2.157 1.212 -0.129  0.11
H -1.944 -0.401 0.666  0.11
H -0.864 0.478 -2.049  0.10
H -2.199 -0.602 -1.749  0.10
H 0.625 -0.965 -1.285  0.04
H -0.396 -1.958 -0.611  0.05
O 2.775 0.535 -0.389  -0.06
H 2.014 0.350 0.187  -0.03
H 3.244 1.269 0.024  0.05


b) Here is 2 unconnected molecules or ions with the total composition C3H12N2O from OMol25. Energies are from ωB97M-V/def2-TZVPD.

Results
2S+1	1
total charge	0
SMILES string	C[C@H](N)CN.O
HOMO-LUMO gap	9.36	eV
molecular weight	92.142	g/mol

Last column: Löwdin charge in e.
Atoms and positions in Å:
C -0.425 1.743 0.158  -0.08
C -0.732 0.286 -0.108  -0.45
N 0.418 -0.291 -0.801  0.01
C -1.968 0.097 -0.988  -0.29
N -2.725 -1.135 -0.895  -0.01
H 0.065 1.954 1.115  0.08
H 0.224 2.136 -0.626  0.08
H -1.293 2.392 0.162  0.07
H -0.868 -0.271 0.822  0.12
H 1.354 -0.014 -0.573  0.06
H 0.319 -1.121 -1.353  0.06
H -1.726 0.423 -1.998  0.12
H -2.663 0.904 -0.723  0.10
H -2.138 -1.941 -1.137  0.06
H -2.789 -1.366 0.103  0.07
O 5.168 -1.610 2.326  -0.06
H 5.069 -1.092 1.519  0.03
H 4.711 -1.094 2.997  0.03


c) Here is 2 unconnected molecules or ions with the total composition C3H12N2O from OMol25. Energies are from ωB97M-V/def2-TZVPD.

Results
2S+1	1
total charge	0
SMILES string	CNCCN.O
HOMO-LUMO gap	10.02	eV
molecular weight	92.142	g/mol

Last column: Löwdin charge in e.
Atoms and positions in Å:
C -0.076 2.112 -0.908  -0.12
N -0.040 0.708 -0.498  -0.15
C -0.644 0.484 0.820  -0.25
C -0.985 -0.980 1.037  -0.29
N 0.173 -1.729 1.519  0.00
H -0.967 2.633 -0.542  0.07
H 0.848 2.590 -0.608  0.07
H -0.084 2.174 -2.003  0.08
H -0.514 0.142 -1.190  0.09
H -1.537 1.098 0.968  0.11
H 0.116 0.712 1.578  0.12
H -1.395 -1.403 0.111  0.11
H -1.777 -1.041 1.777  0.10
H 1.026 -1.348 1.131  0.05
H 0.117 -2.698 1.215  0.07
O 2.156 -1.418 -1.306  -0.08
H 1.398 -0.963 -0.896  -0.02
H 2.186 -1.072 -2.206  0.03


d) Here is 2 unconnected molecules or ions with the total composition C3H12N2O from OMol25. Energies are from ωB97M-V/def2-TZVPD.

Results
2S+1	1
total charge	0
SMILES string	CCO.NCN
HOMO-LUMO gap	9.52	eV
molecular weight	92.142	g/mol

Last column: Löwdin charge in e.
Atoms and positions in Å:
C 1.708 -1.225 -0.409  -0.10
C 2.176 0.095 0.178  -0.32
O 2.295 1.122 -0.799  -0.09
H 0.952 -1.692 0.207  0.05
H 2.505 -1.963 -0.512  0.07
H 1.289 -1.128 -1.416  0.08
H 1.471 0.429 0.937  0.10
H 3.122 -0.066 0.698  0.11
H 3.224 1.177 -1.073  0.09
N -2.012 0.425 1.421  0.00
C -1.604 0.148 0.074  -0.40
N -2.606 0.382 -0.941  0.00
H -2.655 1.175 1.584  0.06
H -2.005 -0.341 2.068  0.06
H -1.226 -0.886 0.057  0.09
H -0.677 0.686 -0.199  0.09
H -2.437 1.286 -1.357  0.06
H -3.522 0.376 -0.516  0.06


Stability, descending: c), b), a), d)


a) Here is 2 unconnected molecules or ions with the total composition C3H12N2O from OMol25. Energies are from ωB97M-V/def2-TZVPD.

Results
2S+1	1
total charge	0
SMILES string	NCCCN.O
HOMO-LUMO gap	10.05	eV
molecular weight	92.142	g/mol

Last column: Löwdin charge in e.
Atoms and positions in Å:
N 2.275 -0.322 -1.965  -0.02
C 1.004 -0.417 -1.260  -0.32
C 1.302 -0.756 0.179  -0.24
C 0.201 -1.088 1.176  -0.31
N 0.737 -1.574 2.416  -0.02
H 3.029 0.141 -1.477  0.06
H 2.149 0.225 -2.810  0.06
H 0.249 -1.062 -1.692  0.11
H 0.569 0.577 -1.300  0.10
H 2.096 -1.502 0.051  0.11
H 1.872 0.087 0.593  0.11
H -0.604 -1.705 0.795  0.11
H -0.333 -0.138 1.281  0.11
H 0.999 -2.552 2.441  0.07
H 1.622 -1.147 2.679  0.07
O -6.080 3.818 -0.440  -0.06
H -5.481 3.340 -1.019  0.03
H -5.605 4.075 0.351  0.03


b) Here is 2 unconnected molecules or ions with the total composition C3H12N2O from OMol25. Energies are from ωB97M-V/def2-TZVPD.

Results
2S+1	1
total charge	0
SMILES string	CCNCN.O
HOMO-LUMO gap	9.76	eV
molecular weight	92.142	g/mol

Last column: Löwdin charge in e.
Atoms and positions in Å:
C 0.083 1.973 -1.492  -0.10
C 0.764 1.230 -0.276  -0.25
N -0.360 0.684 0.535  -0.09
C -1.029 -0.517 -0.019  -0.29
N -0.187 -1.727 -0.189  0.01
H -0.915 2.167 -1.120  0.07
H 0.056 1.314 -2.276  0.02
H 0.627 2.870 -1.790  0.07
H 1.437 0.561 -0.926  0.11
H 1.418 1.869 0.237  0.08
H -0.229 0.505 1.490  0.06
H -1.559 -0.269 -0.967  0.11
H -1.975 -0.565 0.710  0.15
H 0.316 -1.745 -1.028  0.04
H 0.301 -2.251 0.543  0.02
O 0.793 -2.085 2.454  -0.12
H 0.391 -1.267 2.118  -0.01
H 0.067 -2.748 1.996  0.12


Stability, descending: a), b)